Computed, not measured: 14 unconnected molecules or ions with the total composition C6H39NO14 at a distorted geometry, with the ωB97M-V functional and the def2-TZVPD basis.

## Properties
- Kohn-Sham gap: 7.33 eV
- Net charge: 0
- Maximum force: 2.89 eV/A
- Relative energy (zero: lowest compared OMol25 entry of this formula, charge and spin): 4.9002 eV
- HOMO level: -0.27784 Eh

Atoms and positions in Å:
C1 -2.848963 -0.429027 0.420603
O1 -1.842079 0.497358 0.829773
C2 -2.119923 -1.333627 -0.652521
C3 -1.727089 -0.416333 -1.822221
C4 -2.826196 0.205492 -2.615064
C5 -3.909661 -0.531473 -3.006519
C6 -1.652847 2.360993 -2.552390
N1 -2.695025 1.512665 -3.089652
H1 -3.201365 -1.168561 1.193925
H2 -3.745318 0.046638 -0.020346
H3 -1.365836 0.125620 1.584479
H4 -1.224511 -1.659408 -0.151739
H5 -2.870593 -2.106947 -0.794551
H6 -1.116867 -0.946990 -2.553968
H7 -1.015911 0.285906 -1.465106
H8 -4.626951 -0.134308 -3.704166
H9 -4.128990 -1.536844 -2.743551
H10 -1.040007 2.067722 -1.719287
H11 -0.907401 2.507657 -3.344061
H12 -1.823523 3.419889 -2.375985
H13 -3.492991 1.971494 -3.492504
H14 1.340653 1.789049 -0.114743
H15 1.804827 2.619044 -1.293989
O2 1.146742 2.621467 -0.582644
H16 3.013136 -2.480429 0.432734
H17 4.173564 -1.739260 -0.106183
O3 3.293227 -1.568850 0.256593
H18 4.937024 -0.033402 2.183847
H19 3.945088 -1.104103 2.733654
O4 4.253662 -0.202400 2.843526
H20 1.935801 -4.958251 1.928121
H21 1.681990 -3.563583 1.890467
O5 1.286468 -4.367103 1.516252
H22 0.664600 0.693247 3.523090
H23 0.769392 -0.076254 2.266527
O6 0.089627 0.318879 2.822614
H24 1.596655 -3.350714 -2.028842
H25 1.329716 -4.146891 -0.686024
O7 2.010377 -3.852335 -1.307675
H26 1.845385 3.070509 3.506551
H27 1.123890 2.523407 4.728870
O8 1.553942 2.243662 3.908687
H28 -0.733430 -2.330999 -4.440697
H29 -1.793806 -1.273972 -4.387695
O9 -0.911852 -1.436183 -4.762186
H30 3.083957 0.207607 1.084807
H31 2.712196 1.306532 2.119442
O10 2.438835 0.880261 1.298614
H32 0.278730 -1.146108 4.392064
H33 1.036524 -1.988932 5.414452
O11 1.143985 -1.542483 4.566753
H34 -1.131788 5.211721 1.901501
H35 -0.292309 4.319308 2.697301
O12 -0.627991 5.222814 2.727386
H36 2.478757 -1.886462 -3.731893
H37 0.994249 -1.399405 -3.515384
O13 1.574433 -2.167567 -3.572803
H38 -2.015274 2.772770 0.362688
H39 -0.531073 2.755492 0.769393
O14 -1.317835 3.321982 0.729668

Force components x, y, z for each atom (eV/Å):
1.14 -1.71 -0.67
-1.22 0.05 0.46
-1.89 2.07 0.68
0.32 -1.30 -0.38
-2.12 -0.27 -1.07
0.77 0.91 -0.13
1.64 1.42 -1.84
0.77 -0.51 1.73
0.36 1.14 -0.11
0.65 0.16 0.29
0.01 0.37 0.14
0.29 -0.64 0.01
0.51 -0.52 -0.86
-0.05 -0.33 0.07
0.22 0.70 0.66
-0.17 0.42 -0.07
0.35 -0.66 0.50
-0.50 -0.61 0.47
0.36 -0.34 -0.14
-1.34 -0.01 0.35
-0.08 -0.24 0.09
0.21 0.27 0.17
-0.27 0.17 0.23
0.30 -0.52 -0.36
-0.48 0.15 -0.43
-0.11 0.26 -0.16
0.71 -0.54 0.24
-0.06 -0.35 0.16
0.09 -0.08 -0.19
0.53 0.30 0.49
-0.47 -0.71 -0.41
-0.82 0.45 -0.23
1.16 0.29 0.78
-0.61 0.22 -0.65
0.13 0.04 -0.44
0.13 -0.47 0.67
0.02 -0.01 0.14
0.11 0.13 -0.22
0.05 -0.13 0.23
-0.04 -0.03 -0.06
0.15 -0.04 -0.11
0.17 0.59 0.53
0.21 0.03 -0.33
-0.05 0.30 -0.28
-0.29 -0.37 0.36
0.07 -0.31 0.14
0.12 -0.37 -0.10
-0.86 0.71 -0.43
0.13 -0.03 -0.30
0.12 0.00 -0.07
-0.14 -0.19 0.33
-0.04 0.10 0.08
-0.08 0.02 0.18
0.12 -0.14 -0.16
-0.13 0.26 0.01
0.21 0.19 -0.28
-0.15 -0.46 0.21
0.13 -0.30 0.21
-0.47 0.17 -0.28
0.18 0.34 0.14


Computed, not measured: a gas-phase ion, C4H4ClIN3O (charge +1), with the ωB97M-V functional and the def2-TZVPD basis.

## Properties
- Kohn-Sham gap: 9.89 eV
- Net charge: +1
- Maximum force: 0.41 eV/A
- SMILES: O=C(I)Cc1[nH]nc(Cl)[nH+]1
- HOMO level: -0.50795 Eh

Atoms and positions in Å:
O1 -2.395704 -1.107833 -0.953135
C1 -1.258282 -1.211900 -1.262168
I1 -0.584012 -1.078228 -3.273455
C2 -0.152108 -1.438947 -0.218285
C3 0.221599 -0.121399 0.376507
N1 0.602085 0.121437 1.617272
N2 0.901820 1.426975 1.841761
C4 0.679009 1.995051 0.694355
Cl1 0.856387 3.619809 0.333468
N3 0.260491 1.071326 -0.234105
H1 0.732373 -1.910057 -0.650476
H2 -0.582448 -2.071212 0.562982
H3 0.682940 -0.546760 2.372628
H4 0.035849 1.251737 -1.207348

Force components x, y, z for each atom (eV/Å):
0.28 0.04 -0.08
-0.31 -0.25 0.09
0.04 0.10 0.00
-0.12 0.24 0.09
0.08 0.01 0.07
-0.02 -0.04 -0.15
-0.11 0.09 -0.20
0.06 -0.09 0.19
0.01 -0.02 0.03
0.01 -0.13 -0.05
-0.08 0.01 -0.01
0.12 0.01 -0.04
0.01 0.05 0.01
0.01 -0.01 0.02


Question: Among the records above, which one has the lowest Kohn-Sham gap?
Answer: C6H39NO14